[1]
Here is a structure of composition C6H16F6InN3O11P2S2 from the Open Molecules 2025 dataset. Energies are from wB97M-V/def2-TZVPD.

```
47
Properties=species:S:1:pos:R:3:forces:R:3
In 0.253 0.385 -0.049 -0.21 0.02 -0.34
C -3.557 2.931 -0.395 -0.01 0.02 -0.03
C -2.330 2.980 0.512 -0.05 -0.05 0.04
O -2.259 4.180 1.278 0.03 -0.02 -0.01
P -0.820 3.066 -0.478 0.10 -0.08 0.01
O -0.616 4.512 -0.998 0.00 -0.01 -0.07
O 0.411 2.678 0.526 -0.02 0.00 0.20
O -0.663 1.993 -1.510 0.20 0.04 0.24
P -2.289 1.459 1.596 0.03 0.09 -0.03
O -1.129 1.851 2.644 -0.07 -0.04 0.03
O -3.599 1.198 2.180 0.00 0.04 0.03
O -1.636 0.371 0.703 0.00 -0.08 -0.06
H -3.600 3.811 -1.037 -0.02 0.00 0.00
H -4.449 2.894 0.232 0.00 0.01 0.00
H -3.553 2.036 -1.017 0.02 -0.01 0.00
H -3.074 4.299 1.785 -0.01 -0.01 -0.01
H -1.013 5.218 -0.460 -0.01 -0.01 0.01
H 0.320 2.929 1.467 -0.04 0.01 -0.03
H -1.460 1.937 3.549 0.03 0.01 0.00
F 3.248 1.691 1.515 0.00 0.04 0.07
C 4.246 0.978 0.996 -0.08 -0.08 -0.06
F 4.948 0.422 1.955 0.07 0.01 0.03
F 4.995 1.735 0.229 -0.01 0.07 0.06
S 3.517 -0.359 -0.077 -0.05 -0.02 -0.21
O 2.294 0.295 -0.664 0.12 -0.07 0.11
O 4.500 -0.728 -1.022 -0.10 -0.09 0.07
N 3.112 -1.534 0.903 -0.12 0.10 0.10
S 1.636 -1.641 1.380 0.02 0.14 -0.21
O 0.719 -2.145 0.358 0.12 0.00 0.11
O 1.088 -0.366 1.906 0.08 -0.03 -0.12
C 1.696 -2.849 2.792 0.10 0.04 0.00
F 2.118 -4.002 2.329 0.00 0.00 -0.01
F 2.504 -2.379 3.712 -0.02 0.00 0.01
F 0.462 -2.942 3.241 -0.02 -0.01 0.03
N -2.716 -3.392 -3.001 -0.02 -0.02 0.01
C -1.624 -2.365 -3.196 -0.05 -0.06 -0.02
C -1.303 -1.688 -1.868 -0.03 -0.01 0.03
N -0.200 -0.721 -1.989 -0.03 -0.04 0.13
H -2.946 -3.861 -3.882 0.01 0.01 -0.01
H -3.580 -2.969 -2.649 0.01 0.01 0.00
H -2.440 -4.120 -2.336 0.02 0.01 0.00
H -1.989 -1.663 -3.945 0.02 0.02 0.00
H -0.766 -2.900 -3.602 0.01 0.01 0.01
H -1.010 -2.428 -1.121 -0.02 0.02 -0.04
H -2.174 -1.155 -1.481 0.00 0.00 0.00
H -0.422 0.037 -2.633 0.01 -0.01 -0.03
H 0.663 -1.168 -2.293 0.00 0.00 -0.01
```
Positions in Å, forces in eV/Å.

Values from the calculation:
Orbital gap: 0.358 Ha
Total charge: +2
E: -3498.230792 Ha
Energy above the lowest of the compared OMol25 structures with the same formula, charge and spin: 0.343 eV
F_max: 0.402 eV/A
M: 661.09 g/mol

Atom charges from the Mulliken analysis, given in e for atoms 1 to 8: atom 1 (In): 2.6766, atom 2 (C): -1.6047, atom 3 (C): 1.0441, atom 4 (O): -0.6149, atom 5 (P): 0.3913, atom 6 (O): -0.5075, atom 7 (O): -0.4642, atom 8 (O): -0.6834

***

[2]
Here is a cluster of 4 separate species, C42H63BF9N2O11 in total from the Open Molecules 2025 dataset. Energies are from wB97M-V/def2-TZVPD.

```
128
Properties=species:S:1:pos:R:3:forces:R:3
C -4.460 4.826 2.138 1.06 0.07 0.20
C -3.361 4.463 1.087 -0.40 -0.46 -0.22
B -3.888 3.655 -0.164 0.54 0.60 0.69
O -4.058 4.345 -1.334 0.64 -0.46 -0.03
C -4.144 2.051 -0.022 -0.11 2.12 -0.88
N -3.396 1.495 0.904 -0.97 -0.79 -0.59
N -3.624 0.193 1.017 0.74 -0.17 0.88
C -4.442 -0.554 0.313 -1.15 -1.53 -0.29
C -4.504 -2.041 0.602 0.59 0.32 -0.30
C -3.077 -2.684 0.649 -0.56 -0.52 -0.47
O -2.808 -3.380 1.835 0.65 0.87 -0.37
C -2.159 -2.580 2.817 -0.71 -0.16 1.00
C -1.146 -3.398 3.606 -0.36 0.04 0.06
O -0.037 -3.811 2.830 -0.02 0.22 0.34
C 0.641 -2.744 2.271 -0.53 -0.53 -0.47
C 0.482 -2.523 0.920 -0.68 -0.83 -0.52
C 1.112 -1.488 0.293 -0.07 -0.10 -0.38
C 1.905 -0.613 1.016 0.78 0.77 -1.14
C 2.550 0.564 0.252 -0.96 0.46 -0.11
C 1.355 1.255 -0.511 0.19 -0.44 0.87
C 3.036 1.604 1.271 -0.35 -0.05 0.30
C 3.575 0.075 -0.822 0.11 -0.17 0.67
C 5.041 0.520 -0.730 0.99 -0.66 -1.14
C 5.269 2.027 -1.025 -0.33 -0.11 0.99
C 5.795 0.055 0.547 -0.37 1.33 -0.37
C 5.759 -0.211 -1.912 -0.62 0.39 0.16
C 2.050 -0.832 2.362 0.36 0.35 0.42
C 1.424 -1.892 2.984 0.32 -0.06 1.34
C -5.246 0.012 -0.678 0.86 1.01 0.78
C -5.113 1.384 -0.843 -0.05 -1.00 -0.27
C -6.008 2.028 -1.866 -0.56 -0.36 -0.02
C -7.309 2.603 -1.208 1.09 -0.28 -0.60
C -7.163 4.034 -0.696 -1.76 -0.52 0.25
C -8.590 4.560 -0.356 0.88 0.10 0.24
O -8.569 5.318 0.871 -0.03 0.79 -0.87
C -8.616 6.689 0.637 -1.51 0.96 0.92
C -7.560 7.381 -0.221 -0.49 -0.68 -0.11
O -9.504 7.341 1.144 1.38 -1.02 -0.51
H -5.476 4.859 1.749 0.05 0.01 0.08
H -4.375 4.125 2.972 -0.44 -0.02 -0.12
H -4.204 5.800 2.559 -0.29 -0.03 -0.05
H -2.822 5.344 0.729 -0.29 0.04 -0.01
H -2.603 3.836 1.574 -0.12 0.09 0.03
H -3.698 3.899 -2.110 -0.49 0.00 -0.17
H -3.083 -0.266 1.748 0.07 0.15 -0.09
H -5.055 -2.496 -0.222 -0.09 0.06 0.15
H -5.073 -2.246 1.514 0.21 0.09 0.03
H -2.315 -1.931 0.405 0.06 -0.14 0.24
H -3.035 -3.419 -0.161 0.02 0.04 0.13
H -1.693 -1.670 2.413 0.14 -0.31 -0.28
H -2.924 -2.243 3.541 0.14 -0.02 -0.04
H -1.619 -4.309 3.981 0.02 0.06 -0.12
H -0.875 -2.792 4.482 0.28 -0.08 -0.16
H -0.164 -3.190 0.355 0.13 -0.07 0.09
H 0.960 -1.384 -0.775 0.15 0.15 0.04
H 0.479 1.164 0.145 -0.03 0.35 -0.18
H 1.577 2.312 -0.668 -0.05 -0.15 -0.33
H 1.122 0.728 -1.437 0.06 0.27 -0.07
H 3.801 1.222 1.947 0.18 0.16 -0.27
H 3.344 2.543 0.811 0.21 -0.22 -0.05
H 2.185 1.855 1.920 0.07 0.02 -0.13
H 3.578 -1.023 -0.796 0.05 0.13 0.01
H 3.196 0.331 -1.816 0.12 0.13 0.10
H 6.196 2.182 -1.580 -0.15 0.02 -0.05
H 4.419 2.470 -1.555 0.19 -0.08 -0.17
H 5.368 2.570 -0.078 0.00 0.11 -0.20
H 5.794 0.898 1.246 -0.02 -0.41 0.31
H 5.362 -0.833 1.011 0.16 -0.03 -0.09
H 6.837 -0.075 0.261 -0.08 -0.37 0.23
H 6.812 0.081 -1.924 -0.06 -0.18 -0.03
H 5.676 -1.296 -1.792 0.08 0.08 -0.19
H 5.297 0.122 -2.853 0.27 -0.41 0.27
H 2.658 -0.177 2.972 0.00 -0.03 -0.07
H 1.565 -2.052 4.049 -0.01 0.00 -0.07
H -5.913 -0.621 -1.247 -0.01 0.13 -0.05
H -6.354 1.218 -2.517 0.21 0.05 0.03
H -5.512 2.740 -2.521 -0.02 0.17 0.28
H -7.568 1.901 -0.407 -0.23 0.31 0.05
H -8.082 2.498 -1.975 -0.04 0.30 0.14
H -6.629 4.025 0.256 0.31 0.23 -0.25
H -6.734 4.699 -1.442 0.43 -0.21 0.17
H -8.955 5.175 -1.185 -0.12 -0.10 0.14
H -9.294 3.742 -0.196 0.08 0.06 0.04
H -7.083 8.123 0.418 0.10 -0.06 -0.15
H -8.096 7.894 -1.022 0.09 0.12 0.15
H -6.842 6.706 -0.685 0.11 0.11 0.28
C 6.350 4.432 -6.294 -0.05 -0.12 0.33
C 5.285 3.768 -7.139 0.40 0.48 -0.30
O 4.726 2.621 -6.466 -0.20 -0.29 0.06
C 3.805 2.874 -5.550 0.36 0.49 -0.45
O 3.402 3.954 -5.233 -0.24 -0.17 0.24
C 3.282 1.557 -4.963 -0.25 -0.78 0.37
F 4.277 0.714 -4.659 -0.03 0.24 -0.23
F 2.476 0.926 -5.828 0.06 0.20 -0.19
F 2.574 1.757 -3.848 0.07 0.30 -0.04
H 7.117 3.709 -6.010 0.04 0.01 -0.12
H 6.820 5.246 -6.845 -0.02 -0.03 -0.04
H 5.929 4.835 -5.373 -0.05 0.07 -0.07
H 5.721 3.391 -8.061 -0.09 -0.26 0.08
H 4.495 4.466 -7.415 -0.12 -0.08 0.19
C 11.047 -4.536 0.280 0.10 0.27 -0.17
C 9.981 -4.048 1.238 0.09 -0.65 -0.04
O 10.071 -2.623 1.433 -0.07 0.30 0.12
C 9.528 -1.870 0.487 0.01 -0.71 0.05
O 8.983 -2.265 -0.500 -0.09 0.33 -0.09
C 9.663 -0.388 0.860 0.25 0.86 0.14
F 10.894 -0.089 1.289 0.01 -0.23 -0.01
F 8.806 -0.064 1.840 -0.03 -0.23 0.03
F 9.403 0.407 -0.178 -0.12 -0.26 -0.12
H 12.036 -4.231 0.622 -0.01 -0.09 0.09
H 11.019 -5.623 0.203 -0.02 0.01 0.04
H 10.905 -4.116 -0.715 -0.09 -0.06 0.00
H 10.129 -4.495 2.219 0.03 0.26 0.09
H 8.981 -4.321 0.902 -0.01 0.21 -0.10
C -3.350 -6.453 2.692 0.05 -0.12 0.29
C -4.380 -7.146 1.828 0.37 0.42 -0.25
O -4.911 -8.312 2.478 -0.19 -0.23 0.02
C -5.857 -8.087 3.383 0.30 0.41 -0.39
O -6.287 -7.014 3.690 -0.19 -0.12 0.19
C -6.359 -9.418 3.959 -0.21 -0.66 0.41
F -5.344 -10.231 4.275 0.09 0.15 -0.08
F -7.127 -10.056 3.066 0.05 0.18 -0.14
F -7.082 -9.228 5.057 0.03 0.23 -0.08
H -2.563 -7.151 2.983 0.02 -0.02 -0.12
H -2.901 -5.617 2.157 -0.04 -0.11 -0.01
H -3.798 -6.072 3.612 -0.08 0.06 -0.07
H -3.917 -7.498 0.908 -0.07 -0.26 0.08
H -5.189 -6.471 1.546 -0.12 -0.08 0.18
```
Positions in Å, forces in eV/Å.

Values from the calculation:
Orbital gap: 0.236 Ha
Total charge: +1
E: -3498.779599 Ha
F_max: 2.292 eV/A
M: 953.76 g/mol

Atom charges from the Mulliken analysis, given in e for atoms 1 to 8: atom 1 (C): -0.9034, atom 2 (C): -0.4300, atom 3 (B): 0.3233, atom 4 (O): -0.5494, atom 5 (C): 0.1839, atom 6 (N): -0.9548, atom 7 (N): 0.4694, atom 8 (C): 0.6871

***

[3]
Here is an isolated molecule of C3H7N3O2 from the Open Molecules 2025 dataset. Energies are from wB97M-V/def2-TZVPD.

```
15
Properties=species:S:1:pos:R:3:forces:R:3
N -3.258 -0.177 0.003 -0.38 -0.88 -1.02
C -2.082 0.532 0.025 0.84 2.09 0.68
O -2.065 1.751 0.162 0.27 -1.50 -0.40
N -0.944 -0.281 -0.039 -0.63 -0.17 0.02
N 0.329 0.249 0.002 -0.83 -0.67 0.31
C 1.270 -0.589 0.101 1.13 0.07 -0.91
C 2.689 -0.045 0.099 1.22 -0.66 0.04
O 2.831 1.346 -0.152 -1.89 -0.45 0.25
H -3.205 -1.031 -0.574 -0.33 0.70 0.51
H -4.035 0.438 -0.253 0.40 -0.45 0.25
H -1.098 -1.256 0.242 0.41 0.50 -0.20
H 1.169 -1.703 0.047 -0.17 0.84 0.35
H 3.139 -0.316 1.078 -0.26 0.31 -0.13
H 3.366 -0.606 -0.612 -1.01 0.44 0.32
H 1.894 1.688 -0.129 1.23 -0.17 -0.07
```
Positions in Å, forces in eV/Å.

Values from the calculation:
Orbital gap: 0.372 Ha
SMILES: NC(=O)N/N=C/CO
E: -433.235204 Ha
Energy above the lowest of the compared OMol25 structures with the same formula, charge and spin: 2.383 eV
F_max: 2.348 eV/A
M: 117.11 g/mol

Atom charges from the Mulliken analysis, given in e for atoms 1 to 8: atom 1 (N): -0.4766, atom 2 (C): 0.3942, atom 3 (O): -0.5710, atom 4 (N): -0.1256, atom 5 (N): -0.2931, atom 6 (C): -0.0173, atom 7 (C): -0.3424, atom 8 (O): -0.5369